[1]
Here is a cluster of 2 separate species, C22H26N4O3 in total at a distorted geometry from the OMol25 dataset. Energies are from ωB97M-V/def2-TZVPD.

Calculated values
**Largest force on an atom**: 1.85 eV/Å
**Multiplicity**: 1
**SMILES string**: CNC(=O)[C@H](Cc1ccccc1)NC(C)=O.NCc1ccc(-c2cccnc2)o1
**HOMO**: -0.2989 Eh
**Charge**: 0
**Gap between HOMO and LUMO**: 8.57 eV
**Energy above the lowest of the compared OMol25 structures with the same formula, charge and spin**: 67.2 kcal/mol

Element x y z (Å)
1 C 2.38 -1.85 6.50
2 N 3.10 -0.58 6.58
3 C 3.54 0.22 5.60
4 O 4.03 1.30 5.91
5 C 3.46 -0.14 4.10
6 C 2.16 0.41 3.48
7 C 2.19 0.43 1.97
8 C 1.70 -0.66 1.22
9 C 1.82 -0.67 -0.18
10 C 2.42 0.41 -0.84
11 C 2.89 1.51 -0.10
12 C 2.78 1.52 1.30
13 N 3.58 -1.56 3.75
14 C 4.68 -2.29 3.97
15 C 4.67 -3.69 3.42
16 O 5.65 -1.87 4.59
17 H 3.08 -2.66 6.28
18 H 1.89 -2.06 7.45
19 H 1.61 -1.80 5.72
20 H 3.28 -0.22 7.50
21 H 4.29 0.39 3.63
22 H 2.01 1.43 3.83
23 H 1.31 -0.18 3.83
24 H 1.23 -1.50 1.73
25 H 1.47 -1.52 -0.74
26 H 2.53 0.41 -1.91
27 H 3.34 2.35 -0.61
28 H 3.17 2.35 1.87
29 H 2.85 -1.97 3.21
30 H 3.87 -4.26 3.88
31 H 4.54 -3.66 2.34
32 H 5.63 -4.16 3.65
33 N -6.01 3.91 -6.62
34 C -6.86 3.10 -5.72
35 C -6.10 1.89 -5.22
36 C -6.53 0.60 -5.23
37 C -5.46 -0.19 -4.67
38 C -4.46 0.69 -4.35
39 C -3.16 0.39 -3.76
40 C -2.77 -0.91 -3.41
41 C -1.50 -1.09 -2.88
42 C -0.65 0.01 -2.72
43 N -1.02 1.25 -3.05
44 C -2.25 1.44 -3.55
45 O -4.84 1.97 -4.68
46 H -5.75 3.37 -7.44
47 H -5.18 4.23 -6.12
48 H -7.16 3.71 -4.86
49 H -7.76 2.78 -6.24
50 H -7.48 0.23 -5.61
51 H -5.45 -1.26 -4.53
52 H -3.43 -1.76 -3.55
53 H -1.15 -2.08 -2.60
54 H 0.34 -0.16 -2.33
55 H -2.53 2.46 -3.82



[2]
Here is an isolated molecule of C6H6 at a distorted geometry from the OMol25 dataset. Energies are from ωB97M-V/def2-TZVPD.

Calculated values
**Largest force on an atom**: 7.67 eV/Å
**Multiplicity**: 3
**Expectation value of S²**: 2.009
**HOMO (alpha / beta)**: -0.2008 / -0.3374 Eh
**Charge**: 0
**Gap between HOMO and LUMO (alpha / beta)**: 6.43 / 6.92 eV
**Energy above the lowest of the compared OMol25 structures with the same formula, charge and spin**: 64.0 kcal/mol

Element x y z (Å)
1 C 0.28 0.64 0.33
2 C 1.40 0.06 0.09
3 C -2.61 -0.83 0.35
4 C -1.69 -0.20 -0.08
5 C -0.88 0.90 -0.53
6 C 2.44 -0.67 -0.31
7 H 0.04 0.87 1.36
8 H -3.12 -1.67 0.90
9 H -0.40 1.02 -1.48
10 H -1.32 1.82 -0.20
11 H 2.45 -1.77 -0.13
12 H 3.42 -0.16 -0.29



[3]
Here is a cluster of 2 separate species, C4H13NOS2 in total at a distorted geometry from the OMol25 dataset. Energies are from ωB97M-V/def2-TZVPD.

Calculated values
**Largest force on an atom**: 2.26 eV/Å
**Multiplicity**: 1
**SMILES string**: CCSSCCN.O
**HOMO**: -0.3074 Eh
**Charge**: 0
**Gap between HOMO and LUMO**: 8.85 eV
**Energy above the lowest of the compared OMol25 structures with the same formula, charge and spin**: 23.3 kcal/mol

Element x y z (Å)
1 C -2.53 -1.47 1.09
2 C -1.23 -1.73 0.32
3 S 0.16 -0.85 0.98
4 S 1.36 -0.46 -0.52
5 C 1.08 1.28 -0.98
6 C 1.25 2.35 0.10
7 N 2.32 2.01 1.04
8 H -2.48 -0.75 1.90
9 H -3.30 -1.21 0.37
10 H -2.96 -2.37 1.53
11 H -1.05 -2.81 0.22
12 H -1.34 -1.42 -0.72
13 H 1.89 1.47 -1.70
14 H 0.15 1.39 -1.53
15 H 1.50 3.36 -0.22
16 H 0.35 2.44 0.72
17 H 3.07 1.42 0.70
18 H 2.13 1.92 2.00
19 O -2.74 -0.06 -1.90
20 H -3.14 -0.12 -2.77
21 H -2.29 0.78 -1.98



[4]
Here is a structure of composition C37H45CrGeN7O7S2 at a distorted geometry from the OMol25 dataset. Energies are from ωB97M-V/def2-TZVPD.

Calculated values
**Largest force on an atom**: 2.14 eV/Å
**Multiplicity**: 2
**Expectation value of S²**: 0.939
**HOMO (alpha / beta)**: -0.5703 / -0.5703 Eh
**Charge**: +3
**Gap between HOMO and LUMO (alpha / beta)**: 5.98 / 6.11 eV
**Energy above the lowest of the compared OMol25 structures with the same formula, charge and spin**: 19.9 kcal/mol

Element x y z (Å)
1 Cr 0.78 -0.23 1.13
2 S 2.68 -0.10 -0.16
3 C 2.92 1.59 -0.19
4 N 4.07 2.13 -0.50
5 C 4.20 3.58 -0.57
6 C 3.29 4.23 0.44
7 N 1.92 3.74 0.24
8 C 0.85 4.74 0.28
9 C 1.01 5.67 -0.90
10 C 0.82 5.19 -2.19
11 C 1.00 6.02 -3.28
12 C 1.39 7.34 -3.09
13 C 1.58 7.83 -1.81
14 C 1.40 6.99 -0.71
15 C 1.74 2.46 0.05
16 S 0.17 1.75 0.09
17 C 5.32 1.36 -0.63
18 C 6.16 1.55 0.63
19 C 7.45 2.04 0.53
20 C 8.23 2.19 1.68
21 C 7.70 1.87 2.92
22 C 6.40 1.38 3.02
23 C 5.63 1.22 1.87
24 H 3.96 3.92 -1.59
25 H 5.24 3.85 -0.36
26 H 3.30 5.30 0.32
27 H 3.62 3.98 1.45
28 H 0.92 5.29 1.22
29 H -0.11 4.22 0.24
30 H 0.50 4.16 -2.35
31 H 0.84 5.65 -4.29
32 H 1.55 7.99 -3.94
33 H 1.87 8.86 -1.65
34 H 1.54 7.38 0.29
35 H 5.86 1.74 -1.50
36 H 5.09 0.31 -0.79
37 H 7.87 2.30 -0.44
38 H 9.24 2.56 1.60
39 H 8.30 2.01 3.81
40 H 5.99 1.12 3.98
41 H 4.63 0.82 1.96
42 C -5.79 -0.86 0.90
43 C -5.82 -1.93 -0.19
44 C -5.45 -1.40 -1.56
45 C -3.97 -1.01 -1.70
46 Ge -3.42 0.71 -0.87
47 C -3.34 2.44 -1.83
48 C -4.78 2.95 -1.84
49 C -5.41 2.74 -0.47
50 C -6.92 2.94 -0.46
51 H -6.06 -1.28 1.87
52 H -6.49 -0.06 0.68
53 H -4.78 -0.43 1.01
54 H -6.84 -2.34 -0.25
55 H -5.16 -2.76 0.08
56 H -6.09 -0.55 -1.81
57 H -5.64 -2.17 -2.31
58 H -3.72 -0.87 -2.75
59 H -3.33 -1.79 -1.29
60 H -2.80 0.71 0.55
61 H -2.92 2.32 -2.83
62 H -2.68 3.09 -1.25
63 H -5.36 2.42 -2.60
64 H -4.79 4.01 -2.12
65 H -4.93 3.38 0.28
66 H -5.19 1.67 -0.16
67 H -7.15 3.96 -0.77
68 H -7.33 2.79 0.54
69 H -7.41 2.26 -1.15
70 O -0.18 -5.83 5.90
71 N -0.68 -4.73 5.96
72 O -1.59 -4.38 6.68
73 C -0.13 -3.70 5.04
74 C 0.99 -4.02 4.28
75 C 1.52 -3.08 3.42
76 C 0.97 -1.77 3.37
77 O 1.56 -0.80 2.72
78 C -0.29 -1.60 3.98
79 C -0.81 -2.53 4.88
80 N -1.09 -0.51 3.56
81 O -0.87 -0.03 2.40
82 O -2.01 -0.11 4.20
83 N 2.58 -3.47 2.54
84 O 2.73 -2.66 1.42
85 O 2.34 -4.73 1.99
86 H 1.42 -5.00 4.36
87 H -1.75 -2.35 5.40
88 N -0.04 -6.30 1.21
89 C 0.12 -5.01 1.01
90 C -0.92 -4.09 1.01
91 C -0.66 -2.74 0.87
92 N 0.52 -2.17 0.67
93 C 1.70 -3.02 0.51
94 C 1.53 -4.53 0.81
95 H -0.95 -6.70 1.38
96 H 0.76 -6.92 1.23
97 H -1.94 -4.42 1.14
98 H -1.49 -2.04 0.95
99 H 2.11 -2.85 -0.49
100 H 2.00 -5.13 0.02



[5]
Here is an isolated molecule of C3H9NS at a distorted geometry from the OMol25 dataset. Energies are from ωB97M-V/def2-TZVPD.

Calculated values
**Largest force on an atom**: 1.68 eV/Å
**Multiplicity**: 1
**SMILES string**: CNCCS
**HOMO**: -0.3212 Eh
**Charge**: 0
**Gap between HOMO and LUMO**: 9.67 eV
**Energy above the lowest of the compared OMol25 structures with the same formula, charge and spin**: 13.6 kcal/mol

Element x y z (Å)
1 C 1.94 -0.69 -0.06
2 N 0.59 -0.43 -0.52
3 C -0.05 0.67 0.15
4 C -1.49 0.79 -0.29
5 S -2.41 -0.78 -0.14
6 H 2.60 0.15 -0.38
7 H 2.33 -1.61 -0.49
8 H 2.05 -0.79 1.01
9 H -0.05 -1.19 -0.36
10 H 0.03 0.46 1.20
11 H 0.54 1.60 -0.12
12 H -1.97 1.63 0.15
13 H -1.56 1.07 -1.33
14 H -2.55 -0.86 1.17



[6]
Here is a cluster of 2 separate species, C2H5ClFOPS in total at a distorted geometry from the OMol25 dataset. Energies are from ωB97M-V/def2-TZVPD.

Calculated values
**Largest force on an atom**: 7.89 eV/Å
**Multiplicity**: 1
**HOMO (alpha / beta)**: -0.3178 / -0.3177 Eh
**Charge**: 0
**Gap between HOMO and LUMO (alpha / beta)**: 7.72 / 7.72 eV
**Energy above the lowest of the compared OMol25 structures with the same formula, charge and spin**: 53.3 kcal/mol

Element x y z (Å)
1 C 0.93 0.33 -0.84
2 C -0.95 1.68 1.95
3 O -0.17 1.18 -1.23
4 F -0.67 0.47 2.53
5 P -1.63 0.98 -0.54
6 S -2.25 -0.90 -0.63
7 Cl -2.64 2.30 -1.53
8 H 0.60 -0.62 -0.54
9 H 1.45 0.83 -0.07
10 H 1.59 0.39 -1.67
11 H -1.92 1.99 2.39
12 H -0.18 2.28 1.90